{"formula": "C23H20BrCl3N2O8STi", "method": "wB97M-V/def2-TZVPD", "symbols": ["Ti", "Br", "C", "C", "C", "C", "C", "C", "C", "C", "C", "C", "H", "H", "H", "H", "H", "H", "C", "C", "C", "C", "C", "C", "C", "S", "O", "O", "N", "C", "C", "O", "O", "H", "H", "H", "H", "H", "H", "H", "H", "H", "Cl", "C", "Cl", "Cl", "C", "O", "O", "N", "C", "C", "O", "O", "H", "H", "H", "H", "H"], "coordinates": [[-0.637, 1.458, 0.432], [-1.371, 1.145, 2.860], [-0.745, -0.618, 0.262], [0.337, -1.173, 0.924], [1.183, -2.124, 0.319], [1.089, -2.380, -1.020], [0.016, -1.849, -1.768], [-0.131, -2.040, -3.159], [-1.268, -1.634, -3.804], [-2.357, -1.133, -3.075], [-2.211, -0.924, -1.731], [-0.979, -1.118, -1.062], [0.543, -0.900, 1.958], [1.954, -2.588, 0.919], [1.813, -3.018, -1.508], [0.665, -2.524, -3.707], [-1.371, -1.756, -4.871], [-3.306, -0.937, -3.550], [5.556, -2.923, 1.078], [4.724, -1.718, 0.772], [4.319, -0.856, 1.784], [3.492, 0.217, 1.502], [3.072, 0.435, 0.203], [3.487, -0.394, -0.824], [4.312, -1.466, -0.534], [1.887, 1.746, -0.077], [2.514, 2.910, -0.630], [0.806, 1.154, -0.916], [1.122, 1.939, 1.299], [1.145, 3.261, 1.883], [-0.112, 4.025, 1.383], [-0.282, 5.197, 1.610], [-0.910, 3.264, 0.705], [5.755, -2.992, 2.144], [6.502, -2.880, 0.539], [5.026, -3.820, 0.762], [4.635, -1.035, 2.802], [3.148, 0.878, 2.285], [3.139, -0.206, -1.828], [4.622, -2.134, -1.324], [2.027, 3.816, 1.539], [1.135, 3.212, 2.981], [-4.150, 2.714, -2.940], [-3.029, 2.939, -1.606], [-2.973, 4.644, -1.126], [-1.408, 2.395, -2.066], [-3.516, 2.128, -0.383], [-4.698, 2.084, -0.117], [-2.609, 1.513, 0.271], [-4.230, 0.092, 1.928], [-4.786, -0.808, 0.901], [-3.609, -1.377, 0.079], [-3.047, -2.388, 0.389], [-3.349, -0.595, -0.963], [-4.957, 0.580, 2.456], [-3.637, 0.816, 1.427], [-3.583, -0.377, 2.581], [-5.450, -0.233, 0.253], [-5.312, -1.644, 1.365]], "mulliken_charge": [-1.423, -0.431, 1.708, -0.991, -0.895, -1.110, 0.062, -1.084, -0.923, -0.545, -0.210, 1.910, 0.227, 0.711, 0.450, 0.478, 0.428, 0.517, -1.511, 0.999, -0.933, -0.505, 0.524, -0.578, -0.796, 1.248, -0.687, -0.270, -0.024, -0.591, 0.494, -0.671, -0.168, 0.372, 0.367, 0.326, 0.330, 0.396, 0.529, 0.426, 0.474, 0.350, -0.122, 1.178, -0.105, -0.040, -0.026, -0.659, 0.201, 0.022, -0.992, 0.836, -0.518, -0.181, 0.362, -0.221, 0.454, 0.391, 0.445], "e_homo_ev": -8.037, "lumo_ev": -0.44, "charge": 0, "max_force_ev_per_a": 2.32, "relative_energy_kcal_mol": 39.7, "energy_ev": -185098.570, "homo_lumo_gap_ha": 0.2791}


{"formula": "CH2O3S", "method": "wB97M-V/def2-TZVPD", "symbols": ["C", "O", "O", "O", "S", "H", "H"], "coordinates": [[0.332, 0.059, 0.158], [-2.304, 0.593, 0.323], [-0.301, -1.228, 0.349], [1.378, 0.286, -0.654], [-1.343, 0.004, -0.564], [0.263, 0.771, 1.106], [1.975, -0.484, -0.718]], "mulliken_charge": [0.224, -0.461, -0.414, -0.442, 0.484, 0.267, 0.343], "e_homo_ev": -9.890, "lumo_ev": 0.13, "charge": 0, "max_force_ev_per_a": 3.60, "relative_energy_kcal_mol": 25.9, "energy_ev": -18044.729, "homo_lumo_gap_ha": 0.3683}


{"formula": "C21H41HfN13O3PTe", "method": "wB97M-V/def2-TZVPD", "symbols": ["Hf", "N", "C", "C", "N", "C", "C", "N", "H", "H", "H", "H", "H", "H", "H", "H", "H", "H", "H", "H", "H", "N", "C", "N", "C", "N", "N", "C", "N", "C", "C", "C", "C", "C", "N", "H", "H", "H", "H", "H", "H", "H", "H", "C", "C", "C", "C", "N", "C", "N", "N", "N", "H", "H", "H", "H", "H", "H", "H", "H", "H", "H", "C", "C", "O", "P", "O", "Te", "O", "C", "C", "H", "H", "H", "H", "H", "H", "H", "H", "H", "H"], "coordinates": [[-0.690, 0.420, 0.659], [-1.148, 2.844, 0.616], [-2.273, 3.257, 1.490], [-2.816, 2.073, 2.294], [-2.907, 0.899, 1.355], [-3.916, 1.048, 0.280], [-3.390, 1.633, -0.995], [-2.052, 1.092, -1.320], [-1.218, 3.152, -0.362], [-0.305, 3.311, 1.032], [-1.875, 3.968, 2.209], [-3.050, 3.758, 0.910], [-2.238, 1.859, 3.160], [-3.835, 2.320, 2.653], [-3.190, 0.114, 1.931], [-4.182, 0.024, 0.101], [-4.767, 1.596, 0.622], [-4.089, 1.498, -1.803], [-3.296, 2.727, -0.931], [-2.150, 0.161, -1.756], [-1.563, 1.653, -2.052], [1.237, 3.558, 1.767], [1.145, 2.631, 2.840], [1.653, 3.103, 4.004], [1.663, 2.243, 5.020], [2.274, 2.559, 6.158], [1.028, 1.038, 4.924], [0.487, 0.683, 3.811], [0.533, 1.423, 2.647], [-0.266, -0.568, 3.807], [-0.357, -1.372, 4.903], [-1.196, -2.501, 4.942], [-1.980, -2.681, 3.835], [-1.790, -1.832, 2.726], [-0.980, -0.772, 2.656], [1.748, 4.376, 2.070], [1.543, 3.192, 0.865], [2.915, 3.387, 6.176], [2.268, 1.823, 6.879], [0.292, -1.116, 5.790], [-1.286, -3.002, 5.901], [-2.742, -3.382, 3.808], [-2.426, -1.959, 1.838], [2.574, 1.718, -5.396], [3.620, 0.836, -4.720], [4.981, 1.466, -4.437], [2.996, 0.002, -3.546], [2.246, 0.826, -2.520], [2.730, 1.710, -1.659], [1.894, 1.949, -0.662], [0.825, 1.159, -1.038], [1.009, 0.494, -2.117], [3.027, 2.171, -6.263], [2.319, 2.577, -4.746], [1.709, 1.136, -5.705], [3.849, 0.066, -5.452], [4.905, 2.253, -3.641], [5.336, 1.953, -5.327], [5.731, 0.779, -4.154], [3.750, -0.543, -3.043], [2.295, -0.752, -3.948], [3.803, 2.122, -1.714], [-0.079, -2.535, -4.299], [0.014, -3.253, -2.950], [-0.948, -2.505, -2.084], [-0.866, -2.480, -0.548], [-1.712, -1.240, -0.122], [1.274, -1.870, 0.416], [-1.627, -3.750, -0.006], [-1.111, -5.077, -0.421], [-1.000, -5.979, 0.804], [0.709, -2.850, -4.986], [0.106, -1.445, -4.108], [-1.044, -2.778, -4.744], [1.051, -3.275, -2.533], [-0.327, -4.273, -3.033], [-0.140, -4.953, -0.891], [-1.869, -5.388, -1.180], [-0.361, -5.429, 1.496], [-0.534, -6.923, 0.541], [-1.942, -6.159, 1.278]], "mulliken_charge": [1.395, -0.513, -0.791, -0.648, -0.383, -0.761, -0.868, -0.459, 0.385, 0.349, 0.495, 0.374, 0.387, 0.481, 0.326, 0.471, 0.552, 0.535, 0.286, 0.286, 0.264, -0.412, 0.250, -0.638, 0.332, -0.340, -0.679, -0.150, -0.029, 0.401, -0.318, -0.735, -1.376, 0.127, 0.653, 0.278, 0.428, 0.304, 0.274, 0.465, 0.477, 0.615, 0.630, -1.378, 0.503, -1.420, -0.632, 0.491, -0.352, -0.746, 0.314, -0.291, 0.458, 0.289, 0.335, 0.311, 0.256, 0.413, 0.393, 0.446, 0.148, 0.267, -1.235, -0.258, -0.141, 1.348, -0.825, -0.161, -0.220, -0.290, -1.228, 0.401, 0.171, 0.381, 0.411, 0.378, 0.412, 0.333, 0.263, 0.397, 0.334], "e_homo_ev": -16.125, "lumo_ev": -8.66, "charge": 3, "max_force_ev_per_a": 3.48, "relative_energy_kcal_mol": 19.5, "energy_ev": -65829.100, "homo_lumo_gap_ha": 0.2744}


{"formula": "C67H61Br2Cl2Ge2N2O7RuS4", "method": "wB97M-V/def2-TZVPD", "symbols": ["Ru", "C", "C", "C", "C", "C", "C", "C", "C", "C", "C", "C", "C", "C", "C", "C", "Ge", "S", "S", "Ge", "S", "S", "C", "C", "C", "C", "C", "C", "C", "C", "C", "C", "C", "C", "C", "C", "C", "C", "C", "C", "C", "C", "C", "C", "C", "C", "C", "C", "C", "C", "C", "C", "C", "C", "C", "H", "H", "H", "H", "H", "H", "H", "H", "H", "H", "H", "H", "H", "H", "H", "H", "H", "H", "H", "H", "H", "H", "H", "H", "H", "H", "H", "H", "H", "H", "H", "H", "H", "H", "H", "H", "H", "H", "H", "H", "H", "H", "H", "H", "H", "H", "H", "H", "H", "H", "Cl", "C", "C", "C", "Cl", "C", "O", "C", "C", "O", "C", "H", "H", "H", "Br", "C", "C", "C", "N", "C", "C", "H", "H", "H", "H", "O", "N", "O", "O", "Br", "C", "C", "C", "C", "C", "C", "C", "O", "O", "H", "H", "H", "H"], "coordinates": [[2.325, -1.041, 0.740], [-5.660, 2.225, 3.776], [-5.121, 1.139, 2.877], [-5.408, 1.130, 1.516], [-4.997, 0.090, 0.689], [-5.320, 0.125, -0.789], [-4.278, -0.978, 1.251], [-3.930, -0.957, 2.606], [-3.038, -2.023, 3.202], [-4.360, 0.104, 3.398], [-4.023, -2.202, 0.421], [-5.028, -3.168, 0.511], [-4.984, -4.326, -0.244], [-3.934, -4.519, -1.124], [-2.902, -3.589, -1.226], [-2.916, -2.415, -0.434], [-1.304, -1.225, -0.468], [0.541, -2.367, -0.303], [-1.235, 0.069, -2.293], [-0.153, 1.452, -0.841], [1.964, 1.139, -0.739], [-1.248, 0.546, 0.935], [-0.470, 3.371, -1.304], [-0.818, 3.792, -2.606], [-0.726, 5.146, -2.945], [-0.308, 6.092, -2.024], [-0.017, 5.695, -0.731], [-0.100, 4.355, -0.354], [0.075, 4.061, 1.111], [-1.085, 4.051, 1.895], [-2.445, 4.316, 1.285], [-0.977, 3.853, 3.270], [0.253, 3.693, 3.890], [0.351, 3.476, 5.379], [1.399, 3.745, 3.100], [1.338, 3.938, 1.723], [2.617, 4.002, 0.925], [-1.337, 2.894, -3.695], [-0.465, 2.313, -4.618], [1.029, 2.448, -4.452], [-0.994, 1.547, -5.657], [-2.359, 1.340, -5.788], [-2.920, 0.492, -6.908], [-3.212, 1.927, -4.855], [-2.724, 2.702, -3.812], [-3.668, 3.271, -2.780], [-1.831, -3.877, -2.237], [-0.820, -4.804, -1.932], [-0.786, -5.504, -0.596], [0.170, -5.049, -2.866], [0.200, -4.391, -4.091], [1.363, -4.587, -5.032], [-0.841, -3.528, -4.401], [-1.875, -3.272, -3.500], [-3.012, -2.360, -3.924], [-5.893, 3.127, 3.208], [-4.942, 2.485, 4.557], [-6.578, 1.894, 4.269], [-5.974, 1.956, 1.085], [-6.031, 0.927, -1.012], [-5.745, -0.824, -1.131], [-4.409, 0.307, -1.377], [-3.152, -2.981, 2.698], [-3.240, -2.157, 4.267], [-1.987, -1.722, 3.096], [-4.089, 0.117, 4.453], [-5.859, -2.981, 1.184], [-5.767, -5.070, -0.155], [-3.898, -5.405, -1.751], [-0.979, 5.441, -3.959], [-0.229, 7.138, -2.310], [0.257, 6.429, 0.021], [-2.386, 5.039, 0.467], [-3.123, 4.708, 2.046], [-2.885, 3.398, 0.887], [-1.886, 3.838, 3.873], [-0.609, 3.655, 5.865], [1.093, 4.144, 5.823], [0.657, 2.450, 5.588], [2.375, 3.636, 3.572], [3.482, 4.052, 1.592], [2.636, 4.868, 0.260], [2.715, 3.105, 0.308], [1.317, 3.474, -4.223], [1.552, 2.124, -5.354], [1.381, 1.822, -3.623], [-0.311, 1.076, -6.362], [-2.120, 0.049, -7.507], [-3.553, 1.089, -7.573], [-3.535, -0.321, -6.509], [-4.286, 1.753, -4.931], [-4.707, 3.059, -3.048], [-3.547, 4.353, -2.677], [-3.468, 2.829, -1.794], [-1.652, -6.159, -0.464], [-0.796, -4.774, 0.215], [0.121, -6.105, -0.505], [0.970, -5.745, -2.621], [1.752, -5.607, -4.970], [2.178, -3.908, -4.758], [1.081, -4.377, -6.066], [-0.849, -3.022, -5.366], [-3.180, -2.449, -5.003], [-2.777, -1.313, -3.714], [-3.942, -2.601, -3.407], [8.904, -4.745, -0.005], [7.221, -4.285, 0.213], [6.225, -4.997, -0.474], [4.910, -4.649, -0.323], [3.679, -5.548, -1.160], [4.482, -3.550, 0.505], [3.256, -3.235, 0.613], [5.539, -2.900, 1.214], [5.232, -1.819, 2.112], [4.114, -1.426, 2.414], [6.882, -3.257, 1.041], [6.497, -5.816, -1.128], [6.105, -1.324, 2.572], [7.653, -2.708, 1.576], [3.461, -4.416, 6.367], [2.452, -3.569, 4.993], [2.064, -2.255, 5.141], [1.353, -1.685, 4.096], [1.064, -2.322, 2.952], [1.423, -3.611, 2.867], [2.114, -4.285, 3.863], [2.318, -1.665, 6.012], [1.024, -0.665, 4.175], [1.140, -4.122, 1.957], [2.406, -5.316, 3.736], [5.288, -1.004, -2.229], [4.369, -1.046, -1.400], [4.526, -0.551, -0.211], [3.248, -1.555, -1.634], [6.251, 4.952, 4.873], [5.576, 3.775, 3.524], [6.114, 3.846, 2.249], [5.615, 2.988, 1.278], [4.592, 2.097, 1.578], [4.069, 2.036, 2.864], [4.569, 2.883, 3.852], [2.915, 1.105, 3.222], [2.638, 1.001, 4.426], [2.266, 0.609, 2.228], [6.894, 4.559, 2.022], [6.020, 3.020, 0.271], [4.191, 1.457, 0.811], [4.164, 2.818, 4.854]], "mulliken_spin": [3.821, 0.000, 0.000, 0.000, 0.004, 0.000, 0.002, -0.004, -0.003, 0.001, -0.001, 0.000, 0.001, 0.000, -0.044, 0.008, 0.003, 0.439, 0.018, -0.041, 0.289, 0.047, 0.012, -0.007, 0.001, 0.002, 0.001, -0.013, 0.002, 0.002, 0.000, 0.001, 0.000, 0.000, 0.000, -0.007, -0.008, 0.004, -0.003, 0.004, 0.000, 0.000, 0.000, 0.000, 0.001, 0.001, 0.038, -0.012, -0.001, -0.001, -0.005, 0.000, -0.002, 0.018, 0.000, 0.000, 0.000, 0.000, 0.000, 0.000, 0.000, 0.000, 0.000, 0.000, 0.005, 0.000, 0.000, 0.000, 0.000, 0.000, 0.000, 0.000, 0.000, 0.000, 0.000, 0.000, 0.000, 0.000, 0.000, -0.001, 0.001, 0.000, 0.002, -0.002, 0.001, 0.003, 0.000, 0.000, 0.000, 0.000, 0.000, 0.000, 0.000, 0.000, 0.001, 0.005, 0.000, 0.001, 0.000, 0.000, 0.000, 0.000, 0.000, 0.000, 0.000, 0.000, 0.004, 0.001, 0.009, 0.000, -0.023, 0.070, 0.004, -0.011, 0.056, -0.002, 0.000, 0.001, 0.000, 0.000, 0.004, -0.003, -0.007, 0.034, 0.006, 0.005, 0.000, 0.001, -0.009, 0.000, 0.003, -0.036, 0.108, 0.050, 0.000, 0.001, 0.000, 0.001, -0.027, 0.019, -0.002, 0.032, 0.018, 0.086, 0.000, 0.000, 0.021, -0.001], "multiplicity": 6, "e_homo_ev": [-2.970, -3.274], "lumo_ev": [3.64, 3.53], "charge": -2, "max_force_ev_per_a": 1.35, "relative_energy_kcal_mol": 9.4, "energy_ev": -411873.334, "homo_lumo_gap_ha": [0.2430, 0.2500]}


{"formula": "C4HLiO4Ru", "method": "wB97M-V/def2-TZVPD", "symbols": ["O", "C", "C", "C", "H", "Li", "O", "C", "O", "O", "Ru"], "coordinates": [[-1.261, 3.569, 0.034], [-0.819, 4.531, -0.364], [-0.848, 0.125, -0.456], [-0.800, -1.139, -0.037], [-1.480, -1.817, 0.465], [-1.864, 1.614, 0.642], [0.690, -1.492, 0.173], [1.291, -0.373, -0.110], [2.035, 0.151, 0.737], [0.506, 0.380, -0.855], [3.927, 0.422, 0.395]], "mulliken_spin": [0.000, 0.000, 0.429, 0.463, 0.010, -0.008, 0.070, -0.003, -0.059, 0.026, 5.071], "multiplicity": 7, "e_homo_ev": [-14.755, -18.228], "lumo_ev": [-9.77, -12.71], "charge": 2, "max_force_ev_per_a": 5.36, "energy_ev": -15114.035, "homo_lumo_gap_ha": [0.1834, 0.2026]}


{"formula": "C4H7N4O", "method": "wB97M-V/def2-TZVPD", "symbols": ["C", "N", "C", "N", "C", "C", "N", "N", "O", "H", "H", "H", "H", "H", "H", "H"], "coordinates": [[-2.626, -1.064, -0.188], [-2.051, 0.153, 0.174], [-0.703, 0.360, 0.104], [-0.164, 1.519, -0.008], [1.216, 1.404, -0.145], [1.385, -0.180, 0.002], [2.504, -0.636, 0.272], [3.656, -0.791, 0.037], [0.117, -0.678, 0.179], [-3.085, -1.088, -1.205], [-1.917, -1.826, -0.141], [-3.241, -1.334, 0.585], [-2.625, 1.061, 0.097], [1.474, 1.593, -1.191], [1.705, 1.918, 0.616], [4.354, -0.410, 0.813]], "mulliken_charge": [-0.923, -0.210, 0.489, -0.543, -0.335, 0.398, 0.609, -0.585, -0.359, 0.280, 0.373, 0.371, 0.331, 0.320, 0.429, 0.356], "e_homo_ev": -13.033, "lumo_ev": -6.40, "charge": 1, "max_force_ev_per_a": 5.27, "relative_energy_kcal_mol": 82.5, "energy_ev": -12258.103, "smiles": "CNC1=NCC(=[N+]=N)O1", "homo_lumo_gap_ha": 0.2438}